# 1
An isolated molecule of C4H8N4 in a non-equilibrium geometry, computed with ωB97M-V/def2-TZVPD.

Results
Net charge   0
ΔE to the lowest compared entry with this formula, charge and spin   281.3 kJ/mol
DFT total energy   -10235.3269 eV
SMILES string   [H]/N=C1\[C@H](C)N=NN1C

Positions of all 16 atoms, in Å:
H -0.300 -2.243 -0.813
N 0.364 -1.483 -0.911
C 0.184 -0.529 -0.064
C -0.975 0.067 0.696
C -2.385 -0.078 0.205
N -0.540 1.333 1.131
N 0.634 1.555 0.704
N 1.137 0.496 0.083
C 2.428 0.517 -0.548
H -0.522 -0.876 1.391
H -3.062 -0.141 1.058
H -2.539 -0.963 -0.407
H -2.667 0.788 -0.387
H 3.178 0.907 0.145
H 2.676 -0.496 -0.847
H 2.390 1.147 -1.437

---

# 2
An isolated molecule of C4H8N4 in a non-equilibrium geometry, computed with ωB97M-V/def2-TZVPD.

Results
Net charge   0
ΔE to the lowest compared entry with this formula, charge and spin   632.6 kJ/mol
DFT total energy   -10231.6855 eV

Positions of all 16 atoms, in Å:
C -1.073 0.855 -1.047
C -1.047 -0.556 0.084
C -1.856 -0.377 1.196
N -0.616 0.709 -2.175
H -0.001 -0.145 -2.258
H -1.645 1.671 -0.631
H -1.351 -1.336 -0.606
H -1.544 0.216 2.043
H -2.871 -0.742 1.155
C 2.227 0.476 1.039
N 0.414 -0.508 0.086
N 0.950 0.421 0.926
N 0.998 -1.109 -0.934
H 1.871 -0.605 -1.125
H 2.923 -0.192 0.533
H 2.621 1.222 1.715

---

# 3
An isolated molecule of C4H8N4 in a non-equilibrium geometry, computed with ωB97M-V/def2-TZVPD.

Results
Net charge   0
ΔE to the lowest compared entry with this formula, charge and spin   588.3 kJ/mol
DFT total energy   -10232.1449 eV
SMILES string   N[C@@H]1C=NN=C[C@@H]1N

Positions of all 16 atoms, in Å:
N -1.860 -0.629 -0.148
C -0.330 -0.622 -0.395
C 0.454 -1.204 0.608
N 1.749 -1.090 0.667
N 2.288 -0.320 -0.370
C 1.617 0.745 -0.592
C 0.064 0.657 -0.326
N -0.061 1.346 1.016
H -2.059 0.324 -0.739
H -2.298 -1.633 -0.671
H -0.121 -1.117 -1.430
H 0.191 -1.920 1.551
H 1.871 1.491 -1.191
H -0.593 1.168 -1.143
H -1.099 1.803 1.255
H 0.187 1.002 1.907

---

# 4
An isolated molecule of C4H8N4 in a non-equilibrium geometry, computed with ωB97M-V/def2-TZVPD.

Results
Net charge   0
ΔE to the lowest compared entry with this formula, charge and spin   220.9 kJ/mol
DFT total energy   -10235.9532 eV
SMILES string   [H]/N=C(\N)N1C=NCC1

Positions of all 16 atoms, in Å:
H -0.358 -3.139 0.756
N -0.459 -2.036 0.745
C 0.181 -1.448 -0.176
N 1.044 -1.886 -1.111
N -0.009 0.008 -0.066
C 0.480 0.932 -0.907
N 0.183 2.136 -0.653
C -0.696 1.980 0.505
C -0.686 0.542 1.109
H 0.652 -2.156 -2.175
H 1.862 -1.249 -1.226
H 1.260 0.716 -1.614
H -1.640 2.404 0.326
H -0.133 2.622 1.254
H 0.027 0.614 2.016
H -1.711 -0.040 1.217

---

# 5
A 3-piece molecular cluster, C4H8N4 overall in a non-equilibrium geometry, computed with ωB97M-V/def2-TZVPD.

Results
Net charge   0
ΔE to the lowest compared entry with this formula, charge and spin   894.2 kJ/mol
DFT total energy   -10228.9742 eV

Positions of all 16 atoms, in Å:
C -1.680 0.807 0.097
C -1.313 2.108 -0.063
C 0.195 -0.791 -0.181
C 3.273 0.194 0.070
H -2.035 -2.318 -0.931
H -1.937 -2.033 0.751
H -2.851 0.482 1.249
H -0.234 2.460 -1.053
H -1.888 2.852 0.458
H 0.678 -1.863 0.092
H 3.398 1.242 -0.330
H 4.245 -0.485 0.200
N -2.010 -1.678 -0.093
N -1.204 -0.503 -0.128
N 1.109 0.119 -0.366
N 2.255 -0.593 0.228

---

# 6
An isolated molecule of C4H8N4 in a non-equilibrium geometry, computed with ωB97M-V/def2-TZVPD.

Results
Net charge   0
ΔE to the lowest compared entry with this formula, charge and spin   344.3 kJ/mol
DFT total energy   -10234.6741 eV
SMILES string   C/C=C(/N)N(N)C#N

Positions of all 16 atoms, in Å:
C -1.324 -1.660 0.117
C -0.964 -0.439 -0.698
C -0.321 0.671 -0.124
N -0.717 1.951 0.020
N 0.997 0.365 0.018
N 1.911 1.180 0.712
C 1.220 -0.890 -0.570
N 1.927 -1.811 -0.724
H -2.373 -1.653 0.426
H -1.161 -2.559 -0.483
H -0.692 -1.754 1.002
H -1.685 -0.200 -1.475
H -0.013 2.669 0.108
H -1.675 2.181 -0.179
H 2.073 0.791 1.643
H 2.795 1.157 0.209

---

# 7
An isolated molecule of C4H8N4O in a non-equilibrium geometry, computed with ωB97M-V/def2-TZVPD.

Results
Net charge   0
ΔE to the lowest compared entry with this formula, charge and spin   543.0 kJ/mol
DFT total energy   -12280.8095 eV
SMILES string   NNC1=NN[C@@H]2C[C@H]2O1

Positions of all 17 atoms, in Å:
N -3.066 -0.508 0.219
N -2.266 0.464 -0.335
C -0.879 0.405 -0.187
N -0.256 1.539 -0.140
N 1.228 1.573 -0.163
C 1.541 0.283 0.385
C 2.263 -1.015 0.033
C 0.956 -0.657 -0.560
O -0.401 -0.939 -0.250
H -3.094 -1.254 -0.420
H -2.689 -0.831 1.117
H -2.502 1.399 -0.041
H 1.493 2.334 0.437
H 1.133 0.166 1.361
H 2.438 -1.683 0.865
H 3.059 -1.032 -0.747
H 1.042 -0.242 -1.575

---

# 8
A 2-piece molecular cluster, C4H8N4O overall in a non-equilibrium geometry, computed with ωB97M-V/def2-TZVPD.

Results
Net charge   0
ΔE to the lowest compared entry with this formula, charge and spin   259.2 kJ/mol
DFT total energy   -12283.7506 eV
SMILES string   [H]/N=C(\N)C(C)=O.N#CN

Positions of all 17 atoms, in Å:
H 1.309 2.352 -0.254
N 0.678 1.551 -0.274
C 1.277 0.428 -0.326
N 2.613 0.191 -0.388
C 0.486 -0.869 -0.223
C -0.923 -0.694 -1.144
O 1.028 -1.955 -0.260
H 3.263 0.928 -0.175
H 2.914 -0.761 -0.238
H -1.694 -1.381 -0.791
H -0.576 -1.067 -2.105
H -1.240 0.338 -1.281
N -0.092 -0.521 1.816
C -1.184 -0.199 1.543
N -2.348 0.407 1.414
H -2.342 1.242 0.843
H -3.169 0.011 1.842

---

# 9
A 2-piece molecular cluster, C4H8N4O2 overall in a non-equilibrium geometry, computed with ωB97M-V/def2-TZVPD.

Results
Net charge   0
ΔE to the lowest compared entry with this formula, charge and spin   626.8 kJ/mol
DFT total energy   -14326.6050 eV

Positions of all 18 atoms, in Å:
C -1.129 -1.319 -0.150
C 0.732 2.214 0.024
C 1.942 1.589 0.679
C 1.158 0.838 -0.310
N -0.381 -0.552 0.510
N -2.145 -1.871 0.657
N -1.114 -1.745 -1.431
N 1.611 0.417 -1.570
O 0.793 0.051 -2.404
O 2.813 0.447 -1.773
H -0.161 2.321 0.617
H 0.859 2.982 -0.727
H 2.928 1.901 0.363
H 1.866 1.306 1.715
H -2.087 -1.498 1.597
H -2.131 -2.882 0.676
H -0.560 -1.200 -2.081
H -1.961 -2.150 -1.791

---

# 10
An isolated molecule of C4H8N4O2S in a non-equilibrium geometry, computed with ωB97M-V/def2-TZVPD.

Results
Net charge   0
Spin multiplicity   3
ΔE to the lowest compared entry with this formula, charge and spin   19.3 kJ/mol
DFT total energy   -25161.9194 eV

Positions of all 19 atoms, in Å:
C 1.664 1.011 -0.541
C 0.080 -0.474 -0.201
C -0.754 1.946 -0.097
C -1.115 -2.743 1.017
N 2.191 -0.186 -0.502
N 1.202 -1.087 -0.271
N 0.324 0.972 -0.316
N 2.506 2.031 -0.649
O -2.235 -0.349 0.955
O -2.103 -1.796 -1.084
S -1.497 -1.298 0.102
H -1.573 1.312 0.253
H -0.289 2.657 0.662
H -0.898 2.354 -1.049
H -0.525 -3.368 0.298
H -0.489 -2.587 1.889
H -2.023 -3.044 1.548
H 3.384 1.740 -1.066
H 2.152 2.909 -0.946

---

# 11
An isolated ion of composition C4H8N4OS and charge +2 in a non-equilibrium geometry, computed with ωB97M-V/def2-TZVPD.

Results
Net charge   +2
ΔE to the lowest compared entry with this formula, charge and spin   24.5 kJ/mol
DFT total energy   -23097.8149 eV

Positions of all 18 atoms, in Å:
C 4.166 0.814 0.017
C 1.929 -0.102 0.538
C -0.564 0.215 -0.009
C -2.443 -1.258 -0.335
N 3.091 0.333 0.371
N -1.355 1.299 -0.400
N 0.834 0.497 -0.073
N -1.170 -0.970 0.330
O -2.669 1.248 -0.298
S -3.635 0.067 0.290
H 4.460 1.572 0.741
H 4.916 0.493 -0.670
H 1.810 -0.858 1.214
H -2.941 -2.151 0.089
H -2.324 -1.198 -1.350
H 1.123 1.305 -0.732
H -0.747 -1.475 1.112
H -4.483 0.168 -0.835

---

# 12
A 2-piece molecular cluster, C4H8N4S overall in a non-equilibrium geometry, computed with ωB97M-V/def2-TZVPD.

Results
Net charge   0
ΔE to the lowest compared entry with this formula, charge and spin   48.9 kJ/mol
DFT total energy   -21070.6084 eV

Positions of all 17 atoms, in Å:
C 0.262 1.224 1.013
C 1.826 0.529 -0.656
C -2.111 -1.273 1.293
C -1.251 0.108 -0.759
N -0.206 1.716 1.973
N 2.794 1.298 -0.404
N 1.951 -0.350 -1.671
N 0.624 0.499 0.011
S -1.622 -1.525 -0.386
H -2.260 -2.291 1.744
H -2.982 -0.649 1.463
H -1.256 -0.747 1.735
H -1.060 0.205 -1.754
H -1.925 0.742 -0.258
H 2.701 2.066 0.324
H 2.824 -0.212 -2.228
H 1.690 -1.340 -1.440

---

# 13
An isolated molecule of C4H8N8 in a non-equilibrium geometry, computed with ωB97M-V/def2-TZVPD.

Results
Net charge   0
ΔE to the lowest compared entry with this formula, charge and spin   228.7 kJ/mol
DFT total energy   -16193.2262 eV
SMILES string   Cc1nnn(N2N=NN[C@@H]2C)n1

Positions of all 20 atoms, in Å:
C 3.954 -0.351 -0.542
C 2.563 -0.228 -0.153
N 2.178 0.675 0.779
N 0.911 0.706 0.860
N 0.487 -0.239 -0.026
N -0.838 -0.475 -0.235
N -1.208 -1.765 -0.322
N -2.383 -1.974 0.111
N -2.862 -0.817 0.611
C -1.882 0.272 0.586
C -2.401 1.419 -0.336
N 1.475 -0.866 -0.619
H 4.223 0.623 -1.067
H 4.337 -0.298 0.422
H 4.193 -1.215 -1.050
H -3.643 -0.776 1.150
H -1.536 0.465 1.630
H -2.515 0.760 -1.278
H -1.737 2.230 -0.444
H -3.316 1.853 -0.077

---

# 14
A 2-piece molecular cluster, C4H8N8 overall in a non-equilibrium geometry, computed with ωB97M-V/def2-TZVPD.

Results
Net charge   0
ΔE to the lowest compared entry with this formula, charge and spin   233.4 kJ/mol
DFT total energy   -16193.1776 eV

Positions of all 20 atoms, in Å:
C 2.085 0.811 -0.052
C -1.294 -2.038 -0.009
C 3.277 1.697 0.239
C -2.765 -2.236 0.064
N 2.453 -0.546 -0.175
N 0.772 0.796 0.004
N 1.468 -1.333 -0.206
N -2.971 1.549 0.411
N -1.967 1.861 -0.049
N 0.381 -0.474 0.021
N -1.101 2.560 -0.507
N -0.895 -0.836 0.035
H -0.625 -2.854 -0.323
H 3.919 1.078 0.842
H 3.847 2.015 -0.635
H 3.018 2.579 0.684
H -3.167 -1.235 -0.067
H -3.192 -2.669 0.995
H -3.060 -2.892 -0.761
H -0.181 2.167 -0.509

---

# 15
An isolated ion of composition C4H8NO and charge +1 in a non-equilibrium geometry, computed with ωB97M-V/def2-TZVPD.

Results
Net charge   +1
ΔE to the lowest compared entry with this formula, charge and spin   141.7 kJ/mol
DFT total energy   -7806.6344 eV
SMILES string   C/C=[N+](\C)C=O

Positions of all 14 atoms, in Å:
C 1.863 -0.187 0.071
C 0.545 -0.806 0.285
N -0.560 -0.166 0.134
C -0.571 1.206 -0.330
C -1.833 -0.735 0.135
O -2.885 -0.004 0.000
H 1.775 0.851 -0.140
H 2.533 -0.399 0.961
H 2.375 -0.738 -0.740
H 0.616 -1.893 0.636
H -1.678 1.409 -0.571
H -0.136 1.376 -1.295
H -0.218 1.914 0.497
H -1.825 -1.826 0.358